42
Properties=species:S:1:pos:R:3:forces:R:3:mulliken_charge:R:1 method="wB97M-V/def2-TZVPD" charge=-1 homo_energy_ev=-4.4462 molar_mass_g_mol=578.55 total_energy_ha=-1984.0450 gap_ev=7.00 e_above_lowest_ev=0.072
Pt -1.40560 0.64272 1.68861 0.006 -0.033 -0.008 0.344
S -1.38640 2.73360 0.82463 0.015 0.016 -0.022 -0.507
C -2.40873 2.64591 -0.58701 -0.029 0.017 0.018 0.500
C -2.58291 3.83227 -1.32994 0.007 -0.008 0.009 -0.615
C -3.37711 3.81489 -2.45022 -0.007 -0.001 -0.004 -0.231
C -3.99320 2.62230 -2.82946 0.000 0.004 -0.004 -0.460
C -3.76686 1.51316 -2.03889 0.002 -0.003 0.011 -0.335
N -3.00305 1.50616 -0.94578 0.003 -0.002 -0.009 -0.335
H -2.08673 4.73731 -1.00518 0.002 0.001 -0.005 0.321
H -3.52006 4.71913 -3.03059 0.001 0.000 0.000 0.351
H -4.62511 2.55883 -3.70502 -0.002 0.002 0.001 0.362
H -4.22612 0.56136 -2.29067 0.001 0.000 -0.001 0.331
O -4.94274 1.95897 3.32541 0.012 0.004 0.015 -0.632
C -4.38386 0.89682 3.45203 -0.023 -0.008 -0.032 0.150
C -4.90603 -0.24983 4.33767 0.004 0.001 0.003 -0.324
C -3.89095 -1.37849 4.16154 0.001 -0.001 -0.001 -0.475
C -2.89347 -0.74585 3.22565 -0.014 -0.006 -0.017 0.566
O -1.83929 -1.25043 2.78099 0.030 0.025 0.029 -0.691
N -3.20774 0.49587 2.85685 0.000 0.012 0.019 -0.215
H -5.91307 -0.50912 4.01372 0.002 -0.004 -0.005 0.253
H -4.97359 0.11316 5.36283 -0.006 0.001 -0.001 0.237
H -4.30165 -2.27836 3.70323 -0.003 0.002 -0.001 0.255
H -3.39084 -1.67648 5.08307 0.000 -0.003 -0.001 0.262
C 5.36616 -3.72505 -2.13955 0.010 -0.001 0.110 -0.947
C 6.65103 -2.93961 -2.20655 -0.070 0.009 -0.024 0.651
O 7.74164 -3.44181 -2.13791 0.024 -0.027 -0.140 -0.547
S 6.52403 -1.16867 -2.49412 0.135 0.033 0.204 -0.141
C 4.99753 -0.77223 -1.68070 -0.088 -0.035 -0.132 -0.283
C 3.87010 -0.42429 -2.41785 0.000 -0.022 -0.005 -0.184
C 2.67988 -0.12708 -1.77811 -0.003 0.003 0.002 -0.620
C 2.57665 -0.18075 -0.38103 -0.006 0.009 -0.013 0.227
C 3.72594 -0.52288 0.34780 0.004 -0.003 0.002 -0.556
C 4.91957 -0.80398 -0.29046 -0.005 0.041 -0.003 -0.219
C 1.34510 0.10458 0.27189 0.002 -0.027 0.011 2.521
C 0.28084 0.32997 0.81376 0.004 0.005 0.004 -2.627
H 5.61065 -4.78226 -2.06699 0.004 0.003 -0.010 0.316
H 4.76919 -3.52701 -3.02966 -0.011 -0.002 0.007 0.290
H 4.77060 -3.42046 -1.27948 0.001 -0.001 -0.008 0.293
H 3.92880 -0.39545 -3.49902 0.000 0.002 0.000 0.428
H 1.80330 0.14529 -2.35050 0.000 -0.001 -0.001 0.451
H 3.66335 -0.55704 1.42728 -0.001 0.000 0.000 0.427
H 5.80074 -1.05517 0.28771 0.003 0.000 -0.001 0.407



42
Properties=species:S:1:pos:R:3:forces:R:3:mulliken_charge:R:1 method="wB97M-V/def2-TZVPD" charge=-2 homo_energy_ev=-0.7942 molar_mass_g_mol=788.39 total_energy_ha=-9075.8449 gap_ev=5.27 e_above_lowest_ev=0.078
Pd 0.88815 -1.98463 -2.06748 0.155 -0.073 -0.530 -0.691
Se 3.34944 -2.31161 -2.31646 -0.087 0.003 -0.125 -0.540
Se 2.49048 -0.23524 -2.78165 -0.012 0.020 0.175 -0.362
Te -0.18524 -2.41696 -4.88151 -0.154 -0.017 0.072 -0.531
Se -1.38936 -1.41713 -2.90029 0.206 -0.257 0.017 -0.640
C 2.65326 -0.43502 3.27046 0.034 -0.013 -0.063 -0.344
C 1.36557 0.08427 3.27964 -0.015 -0.018 -0.072 -0.759
C 0.61397 0.08705 2.11035 0.133 -0.088 0.016 -0.019
C 1.12911 -0.41026 0.90479 0.044 -0.020 0.163 0.457
C 2.42937 -0.92156 0.91877 -0.097 0.022 0.093 -0.408
C 3.17975 -0.93924 2.08929 -0.050 0.011 0.023 -0.671
Si 0.05177 -0.33674 -0.66375 0.034 0.161 0.201 2.027
C 0.16321 1.47470 -1.23514 -0.094 0.126 -0.092 0.382
C -0.24506 1.89681 -2.50757 0.111 0.118 0.113 -0.236
C -0.16903 3.23209 -2.88560 0.028 -0.059 0.093 -0.723
C 0.31426 4.18518 -1.99739 -0.023 -0.032 -0.010 -0.418
C 0.72458 3.78835 -0.73280 -0.020 -0.039 -0.021 -0.673
C 0.64902 2.45005 -0.36111 0.010 0.111 -0.019 -0.082
C -1.68815 -0.49442 0.09885 -0.123 -0.027 -0.005 -0.043
C -2.05967 -1.68236 0.74666 -0.028 0.179 -0.082 -0.133
C -3.29841 -1.80635 1.35763 -0.007 0.033 -0.008 -0.650
C -4.20160 -0.74767 1.33534 0.048 -0.041 -0.012 -0.362
C -3.85838 0.43127 0.69237 0.114 -0.015 -0.033 -0.686
C -2.61170 0.55504 0.08051 -0.042 -0.219 0.108 -0.064
H 3.23709 -0.46149 4.18399 0.007 0.003 0.008 0.323
H 0.94354 0.47059 4.20072 -0.033 0.017 0.002 0.367
H -0.39598 0.47784 2.13763 -0.060 0.018 0.018 0.472
H 2.85435 -1.34146 0.01460 0.000 0.028 0.060 0.120
H 4.17108 -1.37640 2.07990 0.001 0.005 -0.025 0.355
H -0.61565 1.15910 -3.20510 -0.018 -0.051 -0.083 0.255
H -0.48149 3.52454 -3.88091 -0.008 0.005 -0.024 0.386
H 0.37563 5.22718 -2.29091 0.006 0.012 -0.006 0.321
H 1.11300 4.52157 -0.03490 0.009 0.000 0.023 0.352
H 0.99127 2.16156 0.62573 0.006 0.023 -0.027 0.258
H -1.36846 -2.51775 0.75145 0.013 -0.029 0.008 0.203
H -3.56897 -2.73390 1.84889 0.020 -0.018 -0.003 0.370
H -5.17009 -0.84765 1.81202 -0.017 -0.003 0.006 0.326
H -4.56168 1.25585 0.66499 0.005 0.031 -0.015 0.352
H -2.35711 1.48122 -0.41739 0.028 0.067 -0.050 0.340
S 0.38232 -4.08983 -0.96931 -0.305 0.092 -0.067 -0.424
C 1.65382 -4.35678 0.08631 0.044 0.002 0.053 0.481
N 2.50198 -4.59978 0.83834 0.139 -0.063 0.122 -0.690



67
Properties=species:S:1:pos:R:3:forces:R:3:mulliken_charge:R:1 method="wB97M-V/def2-TZVPD" charge=-1 homo_energy_ev=-5.7844 molar_mass_g_mol=872.41 total_energy_ha=-4549.6425 gap_ev=7.65
C -6.08853 6.61274 -0.18230 4.232 -4.947 1.654 -0.419
C -5.10121 5.80315 0.18056 -4.709 2.469 -1.579 -0.235
C -3.97391 4.68149 0.52902 -1.187 1.398 -0.840 -0.261
Al -2.05546 5.48688 0.43833 -1.290 1.491 -0.481 0.408
F -2.10610 7.35185 0.39434 0.361 -2.958 0.094 -0.500
S -1.01306 4.68546 -1.47953 -0.290 -0.816 -0.355 -0.417
N -1.09778 4.75358 1.93626 3.578 7.378 2.365 -0.325
C -0.52425 5.79879 2.49623 -2.591 -5.278 0.689 0.278
S 0.04705 6.78881 3.75169 -0.871 -1.591 -2.956 -0.288
H -7.14697 6.93515 -0.52546 2.698 -0.532 0.874 0.306
H -4.16128 4.17394 1.55121 -0.029 0.896 -1.795 0.289
H -4.01493 3.93124 -0.35479 -0.158 1.072 1.623 0.129
H -1.59735 3.45051 -1.79800 0.309 1.310 0.664 0.044
C 1.32982 -0.23041 -3.76524 -0.889 -0.174 -0.313 -0.639
C 2.72689 0.08466 -4.33550 -0.621 0.886 -0.073 0.844
C 3.90405 -0.46509 -3.53229 0.946 -0.252 -0.028 0.089
F 3.96080 0.03961 -2.28394 -0.024 -0.031 -0.175 -0.174
F 5.08013 -0.13213 -4.12829 -0.269 0.008 -0.232 -0.296
F 2.84015 1.42299 -4.51683 0.187 -0.317 0.185 -0.275
F 2.78035 -0.46658 -5.58658 0.168 -0.344 0.335 -0.336
O 0.70531 0.79932 -2.98948 1.255 -0.115 1.069 -0.342
C 1.04588 0.85377 -1.61617 -0.940 -0.695 -1.308 0.692
C 1.75122 2.15828 -1.23295 0.219 1.036 0.038 0.634
F 2.90029 2.32556 -1.92995 -0.225 -0.273 -0.033 -0.229
F 2.09104 2.15737 0.08193 -0.211 -0.499 -0.024 -0.221
F 1.75521 -0.24781 -1.28485 -0.096 0.159 0.445 -0.327
F -0.12620 0.75608 -0.94213 0.351 0.326 0.084 -0.177
H 0.66834 -0.34756 -4.62990 0.203 0.235 0.059 0.448
H 1.29367 -1.20042 -3.26004 0.268 0.196 0.047 0.255
H 3.86574 -1.55610 -3.46617 -0.175 -0.001 -0.059 0.289
H 1.10996 3.02157 -1.42600 -0.284 -0.122 0.019 -0.309
C -2.63702 -1.23405 -0.63329 0.271 0.773 -0.438 -0.643
C -3.63029 -1.44365 0.52667 -0.449 0.224 -0.807 0.898
C -3.17381 -2.41105 1.61654 -0.095 -0.196 0.964 0.173
F -2.97657 -3.66092 1.15100 -0.082 0.120 0.012 -0.218
F -4.12256 -2.51419 2.58549 -0.045 0.275 -0.195 -0.292
F -4.83408 -1.81031 0.01907 0.189 -0.188 0.209 -0.298
F -3.82766 -0.22267 1.10717 0.395 -0.363 0.164 -0.307
O -2.87740 -1.99253 -1.82631 0.135 -1.567 0.688 -0.371
C -2.35138 -3.30628 -1.86155 0.624 2.014 0.267 0.810
C -3.44367 -4.37574 -1.96885 -0.669 -0.481 0.008 0.128
F -4.29701 -4.32182 -0.92122 0.236 0.182 -0.270 -0.218
F -2.90449 -5.62107 -1.96775 0.301 0.284 -0.088 -0.263
F -1.53302 -3.49350 -0.80659 -0.110 -0.522 -0.446 -0.256
F -1.55835 -3.35819 -2.96157 -0.390 -0.368 -0.020 -0.297
H -2.75632 -0.19358 -0.95263 -0.204 -0.218 0.056 0.420
H -1.59459 -1.30177 -0.30904 -0.250 -0.217 0.099 0.254
H -2.25197 -2.06663 2.09358 0.021 0.134 -0.144 0.238
H -4.02576 -4.25011 -2.88487 0.176 0.160 -0.047 0.238
C 3.43585 -0.36187 3.00984 0.092 0.837 0.424 -0.835
C 4.27834 -1.18727 2.01710 0.303 -0.052 0.861 0.783
C 3.50130 -1.82339 0.86739 0.015 -0.154 -0.915 1.103
F 2.57508 -2.70565 1.29454 0.134 0.017 -0.001 -0.212
F 4.34081 -2.52135 0.05423 0.219 0.166 0.152 -0.306
F 4.98768 -2.11836 2.70426 -0.190 -0.062 -0.223 -0.296
F 5.20362 -0.33796 1.47751 -0.446 -0.076 -0.231 -0.310
O 3.04803 -1.01822 4.22392 -0.820 -1.274 -0.773 -0.432
C 1.87138 -1.80471 4.17360 0.524 2.027 -0.183 0.813
C 2.14188 -3.28795 4.44739 0.242 -0.761 0.102 0.171
F 3.00375 -3.81120 3.54559 -0.098 0.289 0.210 -0.211
F 0.99864 -4.01337 4.35910 -0.080 0.419 0.030 -0.247
F 1.23605 -1.59267 3.00283 -0.255 -0.466 0.394 -0.259
F 1.05411 -1.30997 5.13527 0.187 -0.591 0.004 -0.303
H 4.07972 0.45729 3.34622 0.053 -0.303 -0.020 0.445
H 2.58971 0.13627 2.52718 0.085 -0.313 -0.082 0.427
H 3.00549 -1.06617 0.25551 0.128 0.097 0.226 -0.498
H 2.56781 -3.43076 5.44330 -0.063 0.235 0.018 0.231



42
Properties=species:S:1:pos:R:3:forces:R:3:mulliken_spin:R:1 method="wB97M-V/def2-TZVPD" charge=0 homo_energy_ev="-7.4170 / -7.5434" molar_mass_g_mol=617.09 total_energy_ha=-2971.7610 spin_multiplicity=2 gap_ev="7.53 / 7.67" e_above_lowest_ev=0.000
Co 0.73976 -0.14092 0.92051 0.028 0.180 0.622 0.973
C 2.08854 1.29886 1.83725 0.020 -0.145 -0.160 -0.036
C 2.75487 0.03868 1.72703 0.255 0.123 -0.054 0.008
C 2.07784 -0.90390 2.51882 -0.089 0.026 -0.228 0.007
C 0.93695 -0.23998 3.04260 -0.198 0.075 0.139 -0.043
C 0.98126 1.13517 2.69103 -0.112 -0.075 0.034 0.054
H 2.38959 2.21215 1.34573 0.048 0.003 0.038 0.001
H 3.62691 -0.14991 1.11805 0.028 0.019 0.065 0.003
H 2.32984 -1.94286 2.65357 -0.009 -0.001 -0.020 0.000
H 0.14950 -0.70630 3.61433 0.046 0.011 0.040 -0.005
H 0.25145 1.88102 2.96229 0.029 0.002 0.046 0.007
I -6.82919 -0.06573 -0.50141 -0.203 0.050 -0.046 0.000
C -4.82525 -0.37344 -0.06816 0.276 -0.109 0.051 -0.002
C -4.27025 -1.64193 -0.21919 -0.009 0.025 -0.008 0.001
C -2.94151 -1.85883 0.08464 -0.286 0.166 0.007 -0.002
I -2.16701 -3.77013 -0.13561 0.147 -0.116 0.010 0.000
C -2.09163 -0.83199 0.56399 0.286 -0.020 0.147 -0.003
O -0.88374 -1.12578 0.94414 -0.234 -0.229 -0.339 -0.014
C -2.67883 0.45804 0.64341 0.101 0.089 -0.088 -0.005
C -0.85170 2.21205 0.05512 -0.070 -0.083 -0.163 -0.008
N -0.12106 1.10765 -0.54687 0.087 0.012 -0.138 0.044
C 0.90460 1.43816 -1.52309 0.003 -0.057 -0.090 -0.001
C 1.69210 0.17702 -1.81966 -0.027 0.002 0.026 0.004
C 2.51598 0.04698 -2.92989 -0.114 0.066 0.050 0.004
C 3.19324 -1.14269 -3.11322 0.095 -0.112 -0.063 -0.002
C 3.02652 -2.17348 -2.19698 -0.019 0.029 -0.010 0.000
C 2.18918 -1.96183 -1.12032 -0.116 0.085 0.011 0.000
N 1.54171 -0.80771 -0.93506 0.134 -0.147 -0.083 0.011
C -4.02857 0.66721 0.36399 -0.020 -0.050 0.010 0.000
H -4.87923 -2.46278 -0.57317 0.002 0.005 0.010 0.000
H -0.16617 2.86075 0.59768 -0.003 -0.022 0.028 0.000
H -1.38285 2.81577 -0.69500 0.004 0.039 0.004 -0.002
H -0.77342 0.44979 -0.96597 -0.095 0.056 -0.022 -0.006
H 1.56171 2.19850 -1.09478 0.035 -0.011 0.022 0.000
H 0.50104 1.84281 -2.45893 -0.033 0.036 0.029 0.000
H 2.61209 0.86466 -3.63268 0.004 -0.013 0.002 0.000
H 3.84250 -1.27388 -3.96924 -0.002 0.008 0.005 0.000
H 3.53007 -3.12278 -2.31303 0.004 0.019 -0.019 0.000
H 2.01282 -2.72207 -0.36952 0.010 -0.005 -0.009 0.001
H -4.44061 1.66040 0.49251 0.013 -0.003 -0.008 0.000
O -2.20511 2.36168 1.98367 -0.074 0.021 -0.098 0.000
C -1.91395 1.69155 1.02140 0.062 0.050 0.251 0.011



64
Properties=species:S:1:pos:R:3:forces:R:3:mulliken_spin:R:1 method="wB97M-V/def2-TZVPD" charge=+1 homo_energy_ev="-11.9088 / -11.9035" molar_mass_g_mol=770.53 total_energy_ha=-4432.4305 spin_multiplicity=2 gap_ev="7.60 / 8.10" e_above_lowest_ev=0.021
Cr 0.38288 1.08929 -0.56539 0.678 -0.029 -0.720 1.049
N 3.26157 0.49231 -2.07939 0.014 0.055 0.073 0.001
N 4.06830 1.17614 -1.18250 -0.112 -0.075 0.119 0.001
C 3.63570 2.12497 -0.33862 -0.069 -0.106 -0.177 0.002
N 4.58922 2.67284 0.41619 -0.071 -0.066 0.010 0.000
N 2.31020 2.42833 -0.29252 -0.303 0.259 0.109 0.002
N 1.97044 3.66838 0.23825 0.005 -0.122 0.277 0.001
O 2.79869 4.47842 0.62326 0.088 -0.109 -0.118 0.001
O 0.77497 3.88291 0.29130 0.097 -0.008 -0.146 0.003
H 3.41040 -0.50564 -2.00048 -0.041 -0.046 0.047 0.000
H 3.43870 0.81470 -3.02186 -0.015 -0.024 -0.044 0.000
H 5.03838 0.91375 -1.10588 0.102 -0.001 -0.011 0.000
H 5.55030 2.41944 0.26029 -0.006 0.055 -0.005 0.000
H 4.37884 3.52428 0.90741 -0.031 0.100 0.076 0.000
O 0.06412 0.65064 -4.40832 0.004 -0.041 0.000 0.000
C -0.03703 0.55617 -3.21593 0.143 0.110 -0.058 0.004
O 0.66397 1.28824 -2.35711 -0.393 -0.050 0.099 -0.002
C -1.01042 -0.37803 -2.55622 -0.044 -0.026 -0.035 0.011
C -1.85112 -1.15865 -3.35497 0.007 0.010 0.043 -0.001
C -2.82547 -1.88584 -2.73649 0.005 0.001 0.013 0.003
C -2.95688 -1.82357 -1.33577 -0.033 -0.048 -0.032 -0.002
C -3.97025 -2.54819 -0.66079 0.015 -0.001 -0.008 0.002
C -4.07542 -2.49052 0.69528 0.031 0.008 0.015 -0.001
C -3.16023 -1.70965 1.43466 -0.018 -0.006 0.005 0.001
C -2.17485 -0.99910 0.81352 -0.054 -0.016 -0.015 -0.006
C -2.04759 -1.03080 -0.59231 0.054 0.000 0.025 0.004
N -1.06280 -0.31971 -1.23568 0.012 0.074 0.040 -0.029
H -1.70703 -1.13834 -4.42506 -0.005 -0.003 -0.001 0.000
H -3.50948 -2.50345 -3.30530 0.000 0.001 0.000 0.000
H -4.64907 -3.15348 -1.24808 0.001 0.003 0.003 0.000
H -4.84187 -3.05235 1.21109 0.005 0.005 0.000 0.000
H -3.22084 -1.69697 2.51467 -0.008 -0.010 -0.010 0.000
H -1.45477 -0.46403 1.40452 0.018 0.018 -0.015 0.002
N -2.81770 3.71362 -1.23595 -0.035 0.015 0.027 0.001
C -1.82679 3.00529 -1.77558 0.092 -0.028 -0.060 0.007
N -1.19243 2.38704 -0.80010 -0.151 -0.005 0.056 -0.021
C -1.85107 2.77059 0.32488 -0.010 0.016 0.073 0.001
N -2.85203 3.57861 0.10386 0.006 0.010 -0.052 -0.001
C -1.31796 2.28712 1.58588 0.040 -0.008 -0.025 0.002
C -1.82153 2.58768 2.83904 -0.007 -0.001 0.024 0.002
N -1.24420 2.12985 3.94297 -0.023 0.013 -0.020 0.000
C -0.15945 1.38369 3.78746 0.050 -0.038 -0.001 0.000
C 0.35645 1.06784 2.53597 -0.061 0.084 0.018 0.007
N -0.23150 1.51472 1.42700 0.000 0.057 0.330 -0.033
H -3.48502 4.30898 -1.69999 -0.021 0.019 -0.009 0.000
H -1.58663 2.97362 -2.82641 -0.010 -0.002 0.011 -0.001
H -2.70349 3.20768 2.94035 0.006 0.000 0.003 0.000
H 0.32460 1.01099 4.68119 -0.009 0.003 0.002 0.000
H 1.23271 0.45030 2.42631 0.004 -0.004 0.013 -0.001
F 3.88105 -2.78588 1.46720 -0.041 0.053 0.084 0.000
C 3.21776 -1.65459 1.53460 0.061 -0.067 -0.066 0.000
F 2.80309 -1.42322 2.77564 -0.002 -0.021 -0.042 0.000
F 4.03358 -0.65304 1.17008 -0.038 -0.048 0.000 0.000
S 1.76221 -1.69308 0.36476 -0.093 -0.023 0.045 0.001
O 1.56147 -0.21767 0.21013 0.027 0.021 0.079 -0.016
O 2.23894 -2.35293 -0.80746 0.007 0.059 -0.033 0.002
N 0.50916 -2.18429 1.09615 0.195 -0.028 0.017 0.003
S 0.28662 -3.70813 1.60279 -0.121 0.009 0.017 0.000
O 1.51820 -4.32340 1.97645 0.032 0.031 0.020 0.000
O -0.84003 -3.68050 2.47381 0.057 -0.024 -0.035 0.000
C -0.28724 -4.59694 0.05102 0.014 -0.014 0.043 0.000
F 0.61345 -5.49513 -0.30629 -0.024 0.020 -0.033 0.000
F -0.46103 -3.73313 -0.95445 -0.043 -0.003 -0.022 0.000
F -1.44273 -5.19815 0.29688 0.017 -0.004 -0.024 0.000